Entry from the OMol25 dataset: the molecule C4H9N5 (ωB97M-V with the def2-TZVPD basis set).

Each line ends with the Löwdin charge.
Cartesian coordinates (Å):
1 N 0.840 1.151 0.326  0.022
2 N 0.776 -1.126 -0.280  0.029
3 N -2.282 -0.175 -0.274  0.068
4 N 2.843 0.046 -0.028  0.104
5 N -0.340 -1.238 0.528  -0.045
6 C -1.660 1.009 0.295  -0.234
7 C -0.391 1.504 -0.413  -0.173
8 C -1.557 -1.195 -0.157  -0.235
9 C 1.565 0.010 -0.031  -0.496
10 H -0.318 1.159 -1.484  0.136
11 H 3.324 -0.791 -0.340  0.028
12 H -0.444 2.577 -0.448  0.100
13 H -0.291 -1.985 1.170  0.117
14 H 1.285 -1.933 -0.549  0.122
15 H -1.770 -2.165 -0.631  0.115
16 H -1.429 0.827 1.360  0.117
17 H -2.408 1.816 0.275  0.101
18 H 1.444 1.924 0.576  0.123

The calculation puts the HOMO-LUMO gap at 9.41 eV. For the LUMO energy, the calculation gives 0.8 eV. Its spin multiplicity is 1. The calculation puts the energy above the lowest of the compared OMol25 structures with the same formula, charge and spin at 50.3 kcal/mol. The highest occupied orbital energy comes out at -8.6 eV.

Entry from the OMol25 dataset: the molecule C4H9N5 (ωB97M-V with the def2-TZVPD basis set).

Each line ends with the Löwdin charge.
Cartesian coordinates (Å):
1 N 0.767 0.191 -1.233  0.022
2 N -0.287 0.297 -0.466  -0.109
3 N 1.519 -0.665 -0.732  -0.301
4 N -0.672 -0.671 1.750  0.091
5 N 1.106 -1.211 0.381  0.160
6 C -1.399 1.114 -0.827  -0.035
7 C 2.899 -0.783 -1.272  -0.001
8 C -1.926 0.061 2.084  -0.095
9 C -0.026 -0.537 0.662  -0.410
10 H -2.208 0.463 -1.211  0.093
11 H -1.824 1.603 0.025  0.053
12 H 3.516 -1.427 -0.598  0.097
13 H -1.112 1.679 -1.731  0.098
14 H -1.799 1.071 1.808  0.032
15 H 3.078 -0.907 -2.312  0.066
16 H -2.817 -0.427 1.475  0.130
17 H 3.286 0.148 -0.933  0.057
18 H -2.099 0.002 3.130  0.051

The calculation puts the HOMO-LUMO gap (spin up / spin down) at 5.86 / 8.57 eV. For the LUMO energy (spin up / spin down), the calculation gives 0.9 / -1.1 eV. Its spin multiplicity is 3. The calculation puts the energy above the lowest of the compared OMol25 structures with the same formula, charge and spin at 22.0 kcal/mol. The highest occupied orbital energy (spin up / spin down) comes out at -5.0 / -9.7 eV.

Entry from the OMol25 dataset: the molecule C4H9N5O2 (ωB97M-V with the def2-TZVPD basis set).

Each line ends with the Löwdin charge.
Cartesian coordinates (Å):
1 O -1.438 -1.656 -0.718  0.088
2 O -3.416 -0.698 -0.646  0.073
3 N 3.218 -0.469 -0.226  0.131
4 N -0.560 0.610 0.969  0.045
5 N 1.356 0.744 -0.369  0.120
6 N -0.564 1.959 -0.902  0.205
7 N 1.145 -1.546 0.019  0.087
8 C -1.926 0.212 0.951  -0.096
9 C 1.847 -0.492 -0.107  -0.602
10 C -2.269 -0.707 -0.239  -0.497
11 C 0.094 1.053 -0.125  -0.448
12 H -2.177 -0.202 1.920  0.136
13 H 1.841 -2.316 0.115  0.083
14 H -2.574 1.091 0.905  0.121
15 H -1.393 2.402 -0.590  0.099
16 H -0.171 2.224 -1.776  0.108
17 H 3.571 0.468 -0.243  0.085
18 H -0.497 -1.533 -0.411  0.029
19 H 0.089 0.095 1.577  0.152
20 H 3.824 -1.239 -0.105  0.080

The calculation puts the HOMO-LUMO gap at 9.66 eV. For the LUMO energy, the calculation gives 0.6 eV. Its spin multiplicity is 1. The calculation puts the energy above the lowest of the compared OMol25 structures with the same formula, charge and spin at 0.0 kcal/mol. The highest occupied orbital energy comes out at -9.1 eV.

Entry from the OMol25 dataset: a cluster of 2 separate species, C4H9NO in total (ωB97M-V with the def2-TZVPD basis set).

Each line ends with the Löwdin charge.
Cartesian coordinates (Å):
1 O -2.469 1.385 -1.105  -0.062
2 N -1.173 -0.307 1.008  -0.170
3 C 2.132 0.266 -0.954  -0.181
4 C -1.005 -1.109 1.968  -0.319
5 C 1.039 -0.514 -0.143  -0.208
6 C 0.022 0.219 0.494  -0.283
7 H 2.742 0.927 -0.267  0.056
8 H -0.197 -0.973 2.657  -0.017
9 H -1.636 -2.050 2.122  -0.012
10 H 0.895 -1.607 -0.205  0.054
11 H 1.729 0.988 -1.610  0.011
12 H 2.748 -0.514 -1.490  0.056
13 H -1.827 0.654 -1.127  0.016
14 H -3.046 1.298 -1.808  -0.032
15 H 0.047 1.336 0.460  0.091

The calculation puts the HOMO-LUMO gap (spin up / spin down) at 3.47 / 6.81 eV. For the LUMO energy (spin up / spin down), the calculation gives 4.0 / 4.0 eV. Its spin multiplicity is 2. The total charge is -1. The calculation puts the energy above the lowest of the compared OMol25 structures with the same formula, charge and spin at 40.1 kcal/mol. The highest occupied orbital energy (spin up / spin down) comes out at 0.6 / -2.8 eV.